(1)
{"formula": "C3H7NO", "method": "ωB97M-V with the def2-TZVPD basis set", "gap_ev": 10.1, "spin_multiplicity": 1, "energy_ha": -248.4674, "e_homo_ha": -0.3428, "smiles": "CN(C)C=O", "e_above_lowest_kj_mol": 155.1, "charge": 0, "fmax_ev_per_a": 4.43, "elements": ["O", "N", "C", "C", "C", "H", "H", "H", "H", "H", "H", "H"], "xyz": [[0.18, -2.44, -0.56], [0.08, -0.15, -0.06], [-0.31, 1.09, -0.59], [0.26, -0.12, 1.41], [0.07, -1.23, -0.93], [-0.29, 1.01, -1.71], [-0.17, -1.09, -2.00], [-0.67, 0.36, 1.84], [-1.33, 1.55, -0.28], [0.46, -1.26, 1.70], [0.57, 1.77, -0.43], [1.16, 0.51, 1.60]]}

(2)
{"formula": "C6H5N", "method": "ωB97M-V with the def2-TZVPD basis set", "gap_ev": [7.8, 7.7], "spin_multiplicity": 1, "energy_ha": -286.1886, "e_homo_ha": [-0.3203, -0.3176], "e_above_lowest_kj_mol": 405.9, "charge": 0, "fmax_ev_per_a": 3.77, "elements": ["N", "C", "C", "C", "C", "C", "C", "H", "H", "H", "H", "H"], "xyz": [[-0.18, 0.62, 2.00], [1.09, 0.85, 2.22], [1.57, 0.52, 0.95], [-0.62, -0.13, -0.10], [-0.98, 0.15, 1.18], [-1.27, -0.60, -1.29], [0.81, 0.17, -0.17], [2.67, 0.59, 0.85], [-0.49, -0.50, -2.04], [-1.62, -1.71, -1.14], [-2.24, -0.06, -1.38], [1.26, 0.10, -1.09]]}

(3)
{"formula": "C6H7N", "method": "ωB97M-V with the def2-TZVPD basis set", "gap_ev": [9.2, 9.2], "spin_multiplicity": 1, "energy_ha": -287.3887, "e_homo_ha": [-0.3203, -0.3203], "smiles": "C=CC#C/N=C/C", "e_above_lowest_kj_mol": 521.4, "charge": 0, "fmax_ev_per_a": 4.25, "elements": ["N", "C", "C", "C", "C", "C", "C", "H", "H", "H", "H", "H", "H", "H"], "xyz": [[-0.84, -1.67, 0.14], [-2.35, 0.12, 0.15], [-1.03, -0.45, -0.12], [1.69, -1.39, -0.18], [1.82, 1.00, 0.39], [2.11, -0.01, -0.42], [0.52, -1.84, -0.09], [-2.17, 0.94, 0.78], [1.19, 1.09, 1.29], [-2.78, 0.56, -0.80], [-3.05, -0.63, 0.43], [-0.31, 0.21, -0.48], [2.74, 0.11, -1.25], [2.46, 1.96, 0.17]]}